(1)
DFT (wB97M-V/def2-TZVPD) results for C21H62BN5O7V as an isolated structure at a distorted geometry.

Values from the calculation:
⟨S²⟩: 0.78
M (g/mol): 558.5
Electronic energy (eV): -70926.1244
Maximum force (eV/A): 5.39
Multiplicity: 2

Each line ends with the Löwdin charge.
Element x y z (Å)
C -7.611 -20.109 1.545  -0.06
H -6.698 -20.688 6.124  0.09
H -9.571 -22.290 1.591  0.07
H -8.748 -23.413 4.443  0.05
H -4.686 -22.234 -1.741  0.09
H -7.276 -24.094 -3.508  0.07
H -6.417 -24.410 -2.173  0.01
H -5.668 -23.726 4.452  0.12
H -4.817 -27.763 5.035  0.14
H -2.898 -21.653 1.923  0.08
H -8.524 -20.141 -1.253  0.05
H -2.194 -27.370 4.939  0.09
O -3.743 -26.282 4.142  -0.22
H -10.091 -26.280 -0.898  0.14
H -7.709 -22.551 -1.756  0.13
H -6.636 -20.115 1.052  0.06
H -8.249 -24.887 5.348  0.06
O -5.438 -21.724 4.863  -0.17
C -4.092 -22.781 3.216  -0.40
C -3.931 -21.602 2.278  -0.05
N -6.506 -23.755 -2.944  0.05
H -3.569 -24.800 3.031  0.04
C -10.613 -26.351 0.055  -0.40
H -6.316 -25.408 -0.408  0.00
H -7.365 -22.146 5.586  0.07
H -8.091 -16.201 -1.714  0.09
C -2.403 -26.739 4.065  -0.10
H -7.192 -20.803 4.389  0.07
B -7.242 -26.077 -0.567  -0.42
H -9.591 -19.459 1.323  0.14
H -8.812 -15.613 -0.107  0.09
H -11.164 -22.912 2.057  0.10
H -5.980 -21.022 -3.706  0.13
C -6.953 -21.347 -3.317  -0.17
H -11.816 -25.073 1.267  0.14
H -7.349 -26.836 0.263  -0.05
O -8.860 -25.167 3.386  -0.41
H -9.003 -19.778 -4.054  0.09
H -10.293 -27.141 1.942  0.11
N -6.098 -26.139 2.309  0.03
H -7.085 -28.645 4.400  0.08
H -12.493 -27.230 0.715  0.08
H -10.868 -22.298 0.365  0.09
V -8.030 -25.329 1.430  0.87
C -6.732 -21.320 5.235  -0.10
H -7.526 -19.486 2.440  0.07
N -9.028 -20.467 -0.415  0.07
H -8.331 -18.312 -3.311  0.08
H -8.149 -25.411 -0.502  -0.04
C -11.074 -24.950 0.467  -0.19
O -9.276 -17.516 -0.639  -0.19
O -7.418 -20.120 -2.721  -0.24
H -3.959 -20.697 2.893  0.08
H -9.953 -24.611 4.994  0.07
C -8.720 -19.511 0.660  -0.41
H -9.780 -15.758 -1.547  0.09
H -7.818 -21.146 1.801  0.05
N -9.758 -26.917 1.103  0.02
H -1.654 -25.955 4.153  0.09
H -4.630 -21.488 1.453  0.06
C -6.052 -26.850 3.618  -0.37
H -11.564 -28.214 -0.517  0.08
O -7.391 -23.860 1.350  -0.30
H -11.625 -24.566 -0.399  0.14
H -6.461 -26.174 4.366  0.13
C -8.937 -16.206 -1.019  -0.12
C -10.455 -22.808 1.233  -0.05
C -8.093 -19.314 -3.658  -0.11
H -3.241 -23.935 1.708  0.08
C -8.346 -18.108 0.234  -0.23
C -5.684 -22.155 -1.299  -0.05
H -5.653 -22.880 -0.480  0.06
H -12.474 -26.804 -0.975  0.08
H -6.186 -22.679 3.134  0.10
H -7.945 -27.713 3.219  0.05
H -3.331 -22.659 3.995  0.14
H -6.623 -28.827 2.743  0.09
C -6.768 -22.456 -2.317  -0.44
H -7.349 -18.102 -0.233  0.13
C -8.939 -24.483 4.594  -0.26
H -5.803 -21.179 -0.831  0.06
C -11.859 -27.223 -0.173  -0.05
H -7.574 -21.657 -4.162  0.12
O -10.012 -24.107 0.846  -0.25
H -8.174 -17.503 1.136  0.13
H -7.197 -26.621 -1.581  0.02
N -3.920 -24.029 2.455  0.05
C -5.445 -22.779 3.942  -0.21
H -5.311 -25.484 2.454  0.06
H -10.019 -20.453 -0.623  0.07
H -2.219 -27.384 3.204  0.09
C -4.670 -27.367 4.025  -0.17
C -6.948 -28.082 3.472  -0.06
H -5.626 -26.711 1.603  0.10
H -4.311 -28.160 3.366  0.13
H -9.472 -27.845 0.795  0.11
H -7.426 -19.191 -4.523  0.09

(2)
DFT (wB97M-V/def2-TZVPD) results for C21H63AsF6O10 as an isolated structure at a distorted geometry.

Values from the calculation:
M (g/mol): 664.6
Electronic energy (eV): -120417.5200
Maximum force (eV/A): 2.67
Multiplicity: 1

Each line ends with the Löwdin charge.
Element x y z (Å)
C 1.573 -3.318 -1.214  -0.04
C -1.397 3.962 -3.340  -0.52
H 2.462 -2.862 -0.778  0.10
H -1.413 -3.297 2.655  0.08
H 5.583 0.687 1.109  0.09
H 0.579 4.354 -3.957  0.09
C 2.660 -0.402 -3.123  -0.52
H 0.113 -1.531 5.817  0.14
H -0.768 2.309 -2.646  0.02
H 1.689 -6.247 -0.055  0.11
C 0.479 -0.831 5.065  -0.49
C -2.368 2.493 3.721  -0.12
O -3.909 -1.904 0.217  -0.05
H 2.810 0.534 -1.438  0.04
H 0.008 -4.701 0.799  0.01
H 0.187 -2.876 2.193  0.07
O -0.315 -0.984 3.953  -0.08
C 3.530 -1.355 -3.965  -0.05
H 1.388 0.905 5.947  0.08
H 1.685 0.816 -4.720  0.08
H -2.143 5.445 -4.867  0.07
H 4.889 4.126 2.222  0.07
H -2.648 -3.386 -1.646  0.08
C -0.090 4.666 -3.155  -0.06
H -4.100 3.116 3.226  0.09
H 5.242 -0.038 2.679  0.08
H 1.823 -2.328 4.260  0.08
H -1.721 -1.944 -1.114  0.06
F 1.755 1.529 -0.181  -0.28
H 1.553 -2.966 -2.246  0.07
O -0.791 -4.537 1.305  -0.13
H -3.920 3.404 -0.732  0.09
H -3.065 1.864 -0.451  0.06
H 0.561 1.236 4.414  0.08
C 2.297 0.945 -3.826  -0.04
H 3.232 1.401 -4.152  0.08
C -2.575 -2.300 -1.691  -0.02
H 2.610 -1.298 5.431  0.07
H -2.493 -2.144 -2.766  0.09
C -3.856 -1.683 -1.139  -0.53
H 1.697 -0.900 -3.014  0.10
H 0.311 4.458 -2.163  0.08
F -0.486 1.881 -1.063  -0.25
C 0.307 -5.331 -2.108  -0.03
O 6.177 2.164 3.521  -0.05
C 5.293 3.248 1.718  -0.04
H -5.284 -3.238 -1.550  0.09
H -0.185 5.749 -3.237  0.08
H 4.495 -0.874 -4.126  0.08
C -2.126 4.379 -4.638  -0.05
F -0.166 2.444 1.347  -0.27
C 5.082 2.069 2.683  -0.54
H 3.027 -1.427 -4.930  0.08
H -3.652 -0.114 2.473  0.16
H 3.644 -2.330 -3.493  0.07
C -3.911 2.337 -0.950  -0.16
O 3.305 -0.134 -1.919  -0.05
H 2.454 -5.222 -1.709  0.14
H -1.734 3.373 3.609  0.09
C -5.135 -2.176 -1.744  -0.05
H -1.733 3.879 -5.524  0.08
H -3.922 -2.854 0.354  0.12
H 1.828 1.655 -3.145  0.06
O -4.286 0.196 1.823  0.30
H -5.976 -1.660 -1.282  0.08
H -4.140 1.126 1.632  0.10
As 0.099 0.966 0.321  0.98
C 0.521 0.655 5.336  -0.05
H 3.973 0.597 1.535  0.07
O -5.110 1.716 -0.561  -0.12
F 0.791 0.141 1.743  -0.26
F -1.581 0.314 0.717  -0.29
H 0.342 -4.981 -3.140  0.08
H -3.141 3.995 -4.545  0.06
F 0.352 -0.470 -0.706  -0.24
H 0.266 -0.619 3.282  0.02
H -5.120 -1.997 -2.819  0.09
H -1.823 1.579 3.487  0.06
O -1.182 2.582 -3.467  -0.06
H -3.757 2.259 -2.026  0.08
C 1.889 -1.299 4.613  -0.05
H 6.326 3.340 1.384  0.09
H -1.171 -2.486 1.081  0.05
H -5.761 1.856 -1.252  0.09
H 4.642 3.102 0.857  0.07
H -2.835 2.415 4.703  0.09
H 2.363 -0.687 3.845  0.07
H -2.014 4.142 -2.460  0.12
H -3.859 -0.617 -1.368  0.13
H -0.616 -4.849 -1.786  0.06
C 1.528 -4.825 -1.294  -0.49
H 0.218 -6.411 -1.993  0.08
H -4.180 -0.268 0.989  0.09
O 1.408 -5.330 -0.011  -0.05
C 4.949 0.758 1.993  -0.06
C -0.765 -3.214 1.783  -0.17
H -0.384 0.877 5.902  0.07
H 4.234 2.182 3.359  0.13
H 6.193 1.415 4.121  0.09
H 0.638 -2.928 -0.811  0.06
O -3.460 2.532 2.813  -0.14

(3)
DFT (wB97M-V/def2-TZVPD) results for a 9-piece molecular cluster, C21H63B2NO13 overall at a distorted geometry.

Values from the calculation:
M (g/mol): 559.4
Electronic energy (eV): -52260.6098
SMILES: COC[C@@H](OCB(O)OC)B(N)O.CCO.CCO.CCO.CCO.CCO.CCO.CCO.CCO
Maximum force (eV/A): 1.08
Multiplicity: 1

Each line ends with the Löwdin charge.
Element x y z (Å)
H -2.443 -0.734 4.006  0.07
H 3.457 -2.455 2.655  0.08
H -1.806 -3.844 -6.032  0.07
H 2.108 -1.246 0.583  0.10
H -1.274 -1.722 -4.797  0.11
C -0.820 -2.669 -4.505  -0.32
O 0.666 1.934 3.733  -0.09
H -1.768 0.302 1.519  0.08
H 2.962 -3.480 -0.160  0.06
O -0.675 -2.609 -3.092  -0.09
C 4.534 -0.841 2.448  -0.33
C -5.342 5.166 0.937  -0.32
O 0.489 -2.358 -0.057  -0.09
H -3.748 -1.908 4.237  0.07
H 1.508 -0.938 -1.056  0.10
C -3.228 0.985 -0.950  -0.15
H -2.673 -3.767 -4.488  0.08
H 2.351 4.005 -3.307  0.08
H -2.532 -2.181 -0.587  0.09
H 3.280 -0.483 4.167  0.07
H -1.235 -1.029 -0.566  0.06
C -1.687 -3.833 -4.948  -0.09
O 4.360 -2.254 2.385  -0.09
C -4.715 5.705 2.210  -0.09
C 2.167 -7.413 0.618  -0.09
H 3.887 1.884 -3.788  0.12
H -2.079 3.839 -3.236  0.12
H 2.304 1.610 -4.526  0.11
H -1.992 2.101 -3.198  0.12
H -3.214 -1.609 1.803  0.10
H 3.864 -0.347 1.737  0.09
H -1.116 1.256 -0.975  0.14
H 4.473 0.785 3.865  0.07
H 2.916 -0.771 -4.964  0.07
H -2.306 -1.148 -1.980  0.08
C 0.456 3.593 5.508  -0.09
H 2.702 -5.933 2.092  0.11
C -2.718 -1.784 3.894  -0.08
H -0.227 3.424 1.428  0.08
O 1.151 -5.230 1.011  -0.10
H -0.305 4.157 4.965  0.07
C 1.806 -6.339 1.625  -0.31
H 2.687 -8.240 1.101  0.08
C 2.761 -2.687 -0.881  -0.07
O -3.161 -0.259 -0.276  -0.19
H -1.519 4.183 0.765  0.06
H -3.306 0.803 -2.028  0.12
N -1.240 3.415 1.365  0.18
C -1.619 3.006 -2.704  -0.06
C 3.689 -0.028 -4.769  -0.08
O -2.051 3.079 -1.344  -0.13
H -3.759 5.214 2.406  0.06
H 1.017 4.287 6.135  0.07
H 3.243 0.277 -2.221  0.09
H 1.087 1.821 -1.967  0.08
B -0.038 3.142 -2.852  -0.60
H 0.003 2.433 3.239  0.04
C 1.730 -1.721 -0.330  -0.30
H -1.548 -2.111 2.113  0.11
H 2.810 -7.002 -0.161  0.07
H -0.263 -3.426 -2.791  0.08
H -3.824 -3.721 2.538  0.08
H 0.166 -2.729 -4.980  0.10
O -2.908 -3.602 2.266  -0.08
C 1.372 2.868 4.540  -0.33
H -4.530 6.776 2.116  0.07
C 4.305 -0.292 3.841  -0.09
H 0.645 -3.054 0.594  0.06
H 4.491 -0.518 -4.212  0.08
H -4.132 1.496 -0.620  0.14
H 5.559 -0.659 2.127  0.11
H -1.240 -4.783 -4.645  0.07
H 1.469 5.439 -3.884  0.09
H -5.538 4.093 1.041  0.11
H 4.980 -0.770 4.552  0.08
H -6.290 5.662 0.734  0.11
H 2.392 -3.153 -1.797  0.07
H -2.078 -2.388 4.538  0.08
H 3.703 -2.178 -1.100  0.07
C -2.581 -2.222 2.449  -0.33
C 1.651 4.378 -4.052  -0.07
B -1.737 2.135 0.900  -0.55
H -5.366 5.536 3.069  0.07
O 2.550 0.700 -2.740  -0.09
O 0.829 2.751 -1.856  0.14
C 3.116 1.132 -3.979  -0.29
O -4.530 5.401 -0.206  -0.08
H 2.097 4.264 -5.038  0.09
C -2.261 -1.171 -0.890  -0.10
C -1.989 1.839 -0.645  -0.22
H 1.169 -6.752 2.412  0.11
H 1.270 -7.809 0.137  0.07
H -0.057 2.876 6.149  0.08
H 2.122 2.294 5.080  0.10
H 0.341 -5.551 0.599  0.09
O -1.945 1.188 1.863  0.17
H 4.095 0.315 -5.721  0.08
O 0.416 3.668 -4.025  0.04
H -3.689 4.947 -0.076  0.06
H 1.898 3.591 3.904  0.11

(4)
DFT (wB97M-V/def2-TZVPD) results for a 9-piece molecular cluster, C21H64N14O9 overall at a distorted geometry.

Values from the calculation:
M (g/mol): 656.8
Electronic energy (eV): -62104.1810
SMILES: COC[C@H](C)N.COC[C@H](C)N.COC[C@H](C)N.COC[C@H](C)N.NC(N)=O.NC(N)=O.NC(N)=O.NC(N)=O.NC(N)=O
Maximum force (eV/A): 4.08
Multiplicity: 1

Each line ends with the Löwdin charge.
Element x y z (Å)
C -2.773 3.368 -2.822  -0.71
H 1.511 -4.927 -2.045  0.06
H -0.369 -0.099 3.138  0.05
N 1.166 -4.510 -2.909  0.16
O 1.857 -5.702 -0.287  -0.01
H 4.272 4.632 1.168  0.08
N -2.524 -1.962 -3.551  0.17
C 2.137 9.024 1.195  -0.08
H 3.666 0.131 4.437  0.09
C 4.411 4.958 0.135  -0.08
C -3.810 -2.210 -3.368  -0.70
H 4.829 8.493 -0.573  0.06
H -4.065 -1.133 -0.666  0.11
H 1.654 -0.961 5.215  0.13
H -4.734 1.762 1.017  0.08
C -0.750 -0.969 3.683  -0.06
N -4.976 -2.908 2.099  0.02
H -5.049 -1.971 2.479  0.05
C -4.141 0.860 1.179  -0.08
H -0.846 -0.439 4.634  0.08
H -3.274 -1.504 0.774  0.10
H 3.183 6.514 1.552  0.12
N -3.570 4.444 -2.721  0.14
H -0.488 -4.688 -0.411  0.06
H -3.574 0.938 2.105  0.08
H 2.255 -6.128 2.249  0.11
C 1.641 -1.573 4.303  -0.27
H -0.128 -3.935 4.783  0.05
H 2.253 10.028 1.610  0.08
O 0.097 2.022 -0.460  -0.23
O 4.472 6.386 0.027  -0.20
H -3.933 4.731 -1.829  0.10
C 5.482 -1.549 -1.745  -0.73
C -4.280 -1.308 0.390  -0.19
C 0.858 2.496 -1.553  -0.12
H 4.029 -0.006 2.675  0.08
H 0.698 1.933 -2.477  0.09
O -5.044 -0.290 1.075  -0.17
H 1.193 -0.123 -1.691  0.12
H 1.604 -4.853 -3.743  0.08
C 3.330 6.998 0.580  -0.25
H 3.571 4.672 -0.500  0.08
H -6.645 -4.093 0.271  0.08
N -0.200 -5.105 0.464  0.18
O -4.299 -3.310 -3.134  0.01
H -1.472 -0.552 -0.554  0.07
H 0.325 -4.958 -4.900  0.10
C -4.889 -2.740 0.635  -0.40
N -0.506 -4.886 -4.350  0.18
H 0.081 0.754 1.165  0.11
O 6.304 -1.527 -2.658  0.01
C -0.211 -4.585 -3.090  -0.64
H 0.519 3.499 -1.810  0.09
H -6.932 -2.303 -0.072  0.08
H -1.620 2.200 -1.629  0.07
C 3.564 -0.480 3.539  -0.08
H 0.302 -2.732 3.020  0.12
H 6.809 -1.043 -0.285  0.11
C 0.712 -0.374 -0.744  -0.39
N 1.421 -1.487 -0.108  0.06
N 5.855 -1.282 -0.494  0.14
H -3.889 4.783 -3.612  0.11
O 2.234 -0.946 3.241  -0.18
C 0.262 -2.090 3.902  -0.39
N 4.091 9.120 -0.257  0.04
H 3.423 8.830 -0.971  0.07
N -4.643 -1.182 -3.766  0.15
H -5.641 -1.270 -3.759  0.10
O -0.955 -4.184 -2.192  -0.02
H 4.294 -1.284 3.679  0.09
O -2.550 2.938 -3.951  0.00
H 1.388 9.065 0.406  0.08
H -6.074 -3.227 -1.083  0.05
H 1.689 8.466 2.022  0.08
H 3.700 -1.767 -2.745  0.10
H -1.358 -5.376 -4.573  0.13
H 4.220 8.542 1.769  0.14
C 0.611 0.850 0.216  -0.15
H -2.459 3.423 -0.768  0.11
C -0.655 -0.861 -1.206  -0.05
H -4.128 -0.345 -3.982  0.08
H 5.237 -1.100 0.279  0.09
C 3.509 8.476 0.944  -0.43
H 2.461 6.961 -0.084  0.13
H 1.928 2.526 -1.341  0.09
H -1.852 -2.686 -3.344  0.07
H -0.823 -0.546 -2.238  0.06
H 1.580 1.069 0.680  0.12
H 3.615 -1.852 -1.013  0.06
H 2.246 -2.420 4.658  0.12
H 0.567 -5.727 2.541  0.09
N -2.228 3.003 -1.649  0.17
H -1.705 -1.208 3.219  0.07
C -6.220 -3.129 -0.001  -0.07
H -0.649 -1.940 -1.366  0.05
H -0.892 -5.061 1.193  0.11
H 5.348 4.513 -0.194  0.09
H -2.239 -1.164 -4.092  0.11
H 1.404 -1.506 0.904  0.06
N 4.156 -1.704 -1.852  0.16
H -5.805 -3.381 2.429  0.06
H 0.910 -2.288 -0.453  0.05
C 1.029 -5.595 0.628  -0.67
H -3.443 0.898 0.340  0.06
N -0.252 -2.955 5.021  0.03
N 1.355 -5.825 1.924  0.16
H -4.190 -3.514 0.312  0.12
H 0.434 -2.964 5.772  0.06

What is the formula in the second record?
C21H63AsF6O10